This record from the OMol25 dataset describes a 8-piece molecular cluster, C47H46FN3O15P overall. The level of theory is wB97M-V/def2-TZVPD.

As for the total energy: -3552.39433 Eh. Its LUMO energy is -0.642 eV. The value obtained for the HOMO energy is -3.6 eV.

```
! wB97M-V def2-TZVPD RIJCOSX def2/J DEFGRID3
* xyz -1 1
N 1.399 1.347 0.845
C 1.380 1.550 -0.613
N 0.271 0.751 -1.129
N 2.705 1.059 -1.113
C 1.270 3.028 -1.036
P -0.395 3.907 -1.488
F -1.838 4.759 -1.989
C -1.346 3.377 0.078
C -2.394 2.279 -0.093
C -3.859 2.722 -0.012
O -4.533 2.561 -1.270
H 2.274 0.905 1.098
H 1.406 2.249 1.302
H 0.186 0.876 -2.132
H 0.481 -0.228 -0.952
H 2.618 0.994 -2.124
H 2.830 0.093 -0.809
H 1.915 3.153 -1.909
H 1.738 3.618 -0.243
H -0.885 2.756 -2.243
H 0.227 4.431 -2.696
H 0.031 5.114 -0.760
H -0.656 3.141 0.892
H -1.853 4.300 0.368
H -2.262 1.763 -1.048
H -2.222 1.521 0.676
H -3.936 3.777 0.251
H -4.378 2.103 0.727
H -5.068 1.761 -1.209
C -3.271 6.497 1.983
C -3.965 7.587 1.666
C -5.379 7.754 2.086
O -6.009 8.752 1.801
C -5.999 6.652 2.864
C -5.314 5.559 3.182
C -3.892 5.405 2.777
O -3.263 4.414 3.076
H -2.243 6.342 1.678
H -3.543 8.397 1.085
H -7.036 6.794 3.143
H -5.729 4.720 3.722
C -6.299 0.743 4.192
C -6.644 -0.461 4.639
C -7.972 -0.702 5.255
O -8.291 -1.797 5.667
C -8.906 0.452 5.352
C -8.564 1.656 4.905
C -7.233 1.894 4.292
O -6.912 2.987 3.880
H -5.338 0.952 3.737
H -5.984 -1.317 4.579
H -9.868 0.246 5.803
H -9.223 2.513 4.962
C 6.737 -1.714 0.714
C 5.494 -1.706 0.243
C 4.341 -1.389 1.125
O 3.208 -1.382 0.700
C 4.627 -1.072 2.548
C 5.872 -1.081 3.017
C 7.021 -1.403 2.137
O 8.157 -1.412 2.567
H 7.596 -1.941 0.096
H 5.256 -1.924 -0.790
H 3.768 -0.838 3.163
H 6.111 -0.856 4.049
C 13.424 -0.506 5.477
C 12.323 -0.458 6.220
C 10.974 -0.397 5.596
O 9.975 -0.351 6.280
C 10.902 -0.393 4.112
C 12.007 -0.442 3.372
C 13.353 -0.503 3.992
O 14.361 -0.550 3.320
H 14.418 -0.550 5.904
H 12.346 -0.459 7.302
H 9.911 -0.358 3.677
H 11.981 -0.442 2.290
C -5.425 -1.587 -5.014
C -5.316 -1.570 -3.691
C -4.704 -0.424 -2.980
O -4.616 -0.439 -1.767
C -4.194 0.710 -3.789
C -4.313 0.693 -5.115
C -4.938 -0.446 -5.830
O -5.041 -0.461 -7.040
H -5.852 -2.418 -5.559
H -5.651 -2.386 -3.063
H -3.740 1.529 -3.239
H -3.951 1.503 -5.735
C -0.833 -3.948 -2.997
C -0.194 -4.575 -2.015
C -0.541 -4.320 -0.592
O 0.039 -4.899 0.303
C -1.617 -3.338 -0.311
C -2.260 -2.711 -1.293
C -1.918 -2.975 -2.714
O -2.496 -2.411 -3.621
H -0.598 -4.107 -4.041
H 0.603 -5.282 -2.197
H -1.840 -3.163 0.733
H -3.041 -1.983 -1.113
C 1.560 -8.377 -5.485
C 1.681 -7.378 -4.615
C 1.802 -5.970 -5.073
O 1.911 -5.059 -4.280
C 1.781 -5.718 -6.536
C 1.660 -6.716 -7.405
C 1.541 -8.125 -6.950
O 1.431 -9.036 -7.741
H 1.472 -9.411 -5.180
H 1.698 -7.536 -3.544
H 1.867 -4.682 -6.840
H 1.642 -6.560 -8.476
*
```